Entry from the OMol25 dataset: a structure of composition C31H28N8O7S5V in a non-equilibrium geometry (the ωB97M-V functional and the def2-TZVPD basis).

Cartesian coordinates (Å):
V -0.12337 1.78309 0.30655
N 5.80148 1.27758 -3.42829
C 4.42239 1.02494 -3.47332
C 3.86709 0.03027 -2.67013
C 2.50447 -0.17846 -2.66951
C 1.67583 0.58246 -3.48838
C 2.22969 1.52554 -4.34488
C 3.59896 1.73256 -4.34615
S -0.04992 0.61827 -3.14993
O -0.43153 -0.72275 -2.74081
O -0.72529 1.17190 -4.28700
N -0.16856 1.53573 -1.84149
C -0.02033 2.91657 -1.92766
N 0.39645 3.56784 -3.00941
C 0.55562 4.88110 -2.87118
C 0.30838 5.57197 -1.70099
C -0.10440 4.82503 -0.61506
N -0.27547 3.51540 -0.73266
H 6.21088 1.05473 -2.53357
H 6.03916 2.21894 -3.70125
H 4.50612 -0.54371 -2.00871
H 2.06951 -0.92751 -2.02186
H 1.57322 2.10807 -4.97590
H 4.03421 2.48754 -4.99219
H 0.92505 5.39945 -3.75236
H 0.47130 6.63540 -1.61301
H -0.27791 5.24384 0.37946
S 2.28407 2.40700 0.19365
S 2.82249 3.08288 2.08364
S 2.34575 5.10093 2.18391
S 0.36554 5.42311 2.60860
O -2.23195 1.90362 0.17462
C -2.98849 2.09978 1.13168
C -2.69410 1.84785 2.51121
C -3.76455 1.69421 3.40167
C -3.52431 1.25372 4.70210
C -2.18203 1.01798 5.09283
C -1.13206 1.24248 4.22476
C -1.36368 1.66517 2.91838
O -0.35452 1.89435 2.07157
N -4.56670 1.02129 5.57485
O -5.76746 1.26858 5.18428
O -4.30558 0.54186 6.73987
H -4.00809 2.44323 0.90591
H -4.78632 1.86031 3.08857
H -2.01513 0.66327 6.09898
H -0.10487 1.08665 4.53171
N 1.62686 -8.45731 -2.20340
C 1.58028 -7.39897 -1.75855
C 1.52090 -6.06129 -1.19565
C 0.63133 -5.12346 -1.70441
C 0.57881 -3.84583 -1.17790
C 1.41887 -3.49563 -0.12049
C 2.31836 -4.43047 0.37863
C 2.36727 -5.70607 -0.15819
N 1.35695 -2.20853 0.43561
C 2.10465 -1.67978 1.50002
C 1.66818 -0.41722 1.67226
N 0.66100 -0.14994 0.75603
C 0.49930 -1.22141 0.04724
H -0.02169 -5.39398 -2.52327
H -0.09726 -3.12042 -1.61047
H 2.98138 -4.17182 1.19058
H 3.06999 -6.43084 0.23113
H 2.87256 -2.22941 2.00971
H 1.98512 0.33205 2.37963
H -0.19527 -1.30549 -0.76879
C -3.81075 -2.43182 0.06348
C -2.88448 -3.03312 1.12706
C -2.44051 -1.78482 1.87066
O -2.24855 -0.81704 0.84917
C -3.19105 -1.04752 -0.20167
H -4.81751 -2.32521 0.46941
H -3.86632 -3.03377 -0.84405
H -2.01925 -3.51116 0.65711
H -3.38197 -3.75618 1.77347
H -1.49922 -1.89266 2.41089
H -3.20781 -1.44973 2.57841
H -2.65254 -0.99446 -1.14939
H -3.94865 -0.26074 -0.19735

Force components x, y, z for each atom (eV/Å):
0.5 -0.2 0.2
0.0 -0.1 -0.1
0.0 0.0 0.0
0.0 0.0 0.0
-0.1 0.0 -0.1
0.2 0.2 0.1
0.0 -0.1 0.0
0.0 0.0 0.0
0.0 -0.3 0.2
0.0 0.0 0.0
-0.1 0.1 -0.2
-0.1 1.0 -0.3
-0.1 -0.2 -0.3
-0.1 -0.1 0.0
0.1 0.0 0.0
0.0 0.0 -0.2
-0.2 -0.1 0.2
0.1 0.2 -1.1
0.0 0.0 0.0
0.0 0.0 0.0
0.0 0.0 0.0
0.0 0.1 0.1
0.0 0.0 0.1
0.0 0.0 0.0
0.0 0.0 0.0
0.0 0.0 0.0
0.2 0.0 0.0
0.2 -0.2 0.0
-0.2 0.2 -0.1
0.0 -0.1 -0.1
0.1 0.0 0.3
-0.1 0.2 0.1
0.0 -0.2 0.0
-0.3 0.2 0.0
0.1 0.0 -0.1
0.1 0.0 -0.1
0.1 0.0 -0.1
0.0 -0.2 0.4
0.3 0.2 -0.7
-0.4 -0.3 1.9
-0.4 -0.1 0.3
0.3 -0.1 0.1
-0.1 0.2 -0.3
-0.1 -0.1 0.0
0.0 0.0 0.0
0.0 0.0 0.0
0.0 0.1 0.1
0.0 -0.1 0.0
-0.1 0.6 0.3
0.0 -0.6 -0.3
-0.2 0.2 -0.1
0.0 -0.1 -0.2
0.0 0.2 0.1
0.1 -0.2 0.0
0.2 0.1 0.3
0.1 -0.1 0.1
-0.1 -0.2 -0.2
-0.3 0.2 0.0
0.3 -0.2 -0.1
0.0 -0.2 0.0
0.0 0.0 0.0
0.0 0.0 0.0
0.0 0.0 0.0
0.0 0.0 0.0
0.0 0.0 0.0
0.0 0.0 -0.1
0.0 0.0 0.0
0.1 0.0 0.0
0.0 0.0 0.0
0.0 0.1 0.0
0.0 -0.1 -0.1
0.0 -0.1 0.1
0.0 0.0 0.0
0.0 0.0 0.0
0.0 0.0 0.0
0.0 0.0 0.0
0.0 0.0 0.0
0.0 0.0 0.0
0.0 0.0 0.0
0.0 0.0 0.0

<S²>   3.807
Largest force on an atom   2.0 eV/Å
LUMO level (spin up / spin down)   3.1364 / 3.1353 eV
Charge   -2
Spin multiplicity   4
Kohn-Sham gap (spin up / spin down)   0.130 / 0.161 Ha
Energy above the lowest of the compared OMol25 structures with the same formula, charge and spin   0.000 eV

***

Entry from the OMol25 dataset: a cluster of 2 separate species, C31H29Br2N2O2 in total in a non-equilibrium geometry (the ωB97M-V functional and the def2-TZVPD basis).

Cartesian coordinates (Å):
Br -6.86749 1.46468 1.46072
C -5.19621 0.58508 1.67870
C -5.12442 -0.82072 1.71675
C -3.89820 -1.45061 1.93840
C -2.69592 -0.70978 2.12691
C -1.42460 -1.30455 2.49899
C -0.23532 -0.72928 2.03159
C 1.01464 -1.34155 2.00097
C 2.24110 -0.63134 1.77982
C 3.46332 -1.35625 1.72138
C 4.69289 -0.71448 1.65774
C 4.74679 0.68970 1.60337
Br 6.42663 1.56138 1.51615
C 3.56076 1.43720 1.63682
C 2.32724 0.79266 1.71480
C -2.80185 0.70404 1.99309
C -4.01546 1.33826 1.73905
H -6.04141 -1.39212 1.59351
H -3.85929 -2.53924 1.94329
H -1.41762 -2.23585 3.06564
H -0.30152 0.28146 1.60760
H 1.07778 -2.43293 2.08310
H 3.41790 -2.44330 1.74015
H 5.60904 -1.28918 1.60769
H 3.62062 2.52039 1.56869
H 1.42306 1.40062 1.74199
H -1.91178 1.31505 2.14623
H -4.06721 2.41924 1.62892
C -4.51127 -4.79231 3.16028
C -3.96654 -5.10204 4.46053
C -4.06049 -6.14041 5.35133
C -3.32512 -5.75353 6.51385
C -2.83204 -4.47768 6.25558
C -1.96564 -3.52357 6.94751
N -1.96184 -3.72324 8.38565
C -3.10923 -3.45452 9.22869
C -0.89382 -4.45893 8.81701
O -0.61970 -4.78589 9.96764
C -0.06564 -4.76361 7.55668
C 1.42175 -4.72990 7.90038
C 2.33504 -4.98555 6.73649
C 3.29492 -4.03254 6.37682
C 4.00156 -4.17133 5.18031
C 3.82548 -5.32003 4.39319
C 2.95575 -6.33307 4.82043
C 2.20976 -6.16717 5.99337
N -0.56508 -3.79091 6.61479
O -3.19849 -4.10226 5.00279
H -5.12365 -5.62271 2.80508
H -5.12732 -3.88985 3.22429
H -3.70990 -4.60948 2.43912
H -4.58770 -7.07798 5.22021
H -3.16859 -6.33967 7.41724
H -2.31420 -2.50347 6.72682
H -2.99636 -3.97511 10.18683
H -3.17956 -2.37473 9.42300
H -4.03314 -3.78819 8.73675
H -0.31968 -5.80944 7.25314
H 1.67041 -3.78244 8.39733
H 1.54077 -5.54516 8.62806
H 3.45178 -3.16713 7.02627
H 4.68717 -3.38351 4.85987
H 4.37793 -5.42564 3.45808
H 2.84786 -7.24668 4.23184
H 1.52240 -6.94797 6.32886
H -0.33568 -3.90390 5.63509

Force components x, y, z for each atom (eV/Å):
0.6 -0.4 0.1
0.4 -0.3 -0.3
0.3 0.3 0.1
0.1 0.1 0.3
-0.8 0.8 0.4
0.4 0.4 -1.6
-0.6 0.0 0.5
0.2 0.3 0.0
0.5 0.2 -0.1
-0.1 0.2 0.1
-0.3 0.2 -0.2
-0.2 -0.5 0.2
-0.6 -0.3 0.0
-0.4 -0.2 -0.2
0.4 -0.1 0.0
-0.1 -0.1 -0.1
0.0 -0.2 0.3
0.3 0.0 0.0
0.0 0.3 0.1
0.0 0.0 -0.3
0.0 -0.5 0.2
0.0 0.4 0.3
0.1 0.2 0.1
-0.1 0.0 0.1
-0.1 -0.2 0.1
0.3 -0.1 0.0
-0.4 -0.1 -0.1
0.1 -0.2 0.1
-0.6 0.0 -1.0
0.6 -0.7 1.8
0.1 0.6 -0.5
0.7 1.5 0.1
-1.5 -2.4 -0.2
0.6 -0.1 0.7
0.0 -0.6 0.5
-0.2 0.4 0.0
0.4 -0.1 0.4
-0.6 0.3 -1.4
0.1 -0.8 0.3
0.0 -0.2 0.4
0.1 0.0 -0.1
-0.3 -0.1 -0.4
0.0 -0.4 0.0
-0.1 0.2 0.3
0.0 0.2 0.1
0.3 0.3 -0.4
0.5 1.3 0.2
-0.3 -0.1 0.0
0.0 0.2 -0.1
-0.1 -0.1 -0.1
-0.1 -0.1 -0.1
0.0 0.3 -0.1
-0.1 0.3 -0.3
0.4 -0.1 -0.2
0.1 0.1 -0.3
-0.1 -0.2 0.0
0.2 0.0 0.1
0.0 0.4 0.2
-0.1 -0.2 -0.1
0.1 0.3 0.1
-0.1 -0.2 -0.3
-0.1 -0.3 0.1
-0.1 0.0 0.3
0.1 0.3 0.2
0.2 0.2 -0.2
-0.3 -0.3 0.3

Largest force on an atom   2.8 eV/Å
LUMO level   -5.9940 eV
Charge   +1
Kohn-Sham gap   0.163 Ha